No. 1
C9H10N4P | the ωB97M-V functional and the def2-TZVPD basis

As for the LUMO energy: 3.2736 eV. The total charge is -1. The value obtained for the total energy is -909.2301 Ha. The calculation puts the HOMO-LUMO gap at 5.551 eV. The energy above the lowest of the compared OMol25 structures with the same formula, charge and spin is 0.000 eV.

Geometry (Å):
1 C 1.733 1.362 -0.219
2 C -1.061 0.325 -2.424
3 C 0.165 0.600 -1.955
4 C -2.129 0.036 -1.507
5 C -1.942 -0.164 -0.159
6 C 0.611 0.441 -0.588
7 C 0.584 -0.949 -0.147
8 C -0.556 -0.175 0.437
9 C -0.522 0.198 1.895
10 N 1.532 2.686 -0.248
11 N 2.918 1.146 0.384
12 N 2.620 3.257 0.273
13 N 3.471 2.416 0.693
14 P 3.754 -0.215 1.006
15 H -1.181 0.359 -3.464
16 H 0.855 1.079 -2.652
17 H -3.233 -0.015 -1.923
18 H -2.768 -0.287 0.549
19 H 0.258 -1.606 -0.901
20 H 1.325 -1.423 0.416
21 H -1.251 -0.388 2.394
22 H -0.696 1.329 2.150
23 H 0.538 0.293 2.201
24 H 4.647 0.686 1.652


No. 2
C9H10NO2S | the ωB97M-V functional and the def2-TZVPD basis

As for the LUMO energy (alpha / beta): 3.2617 / 3.2618 eV. The total charge is -1. The value obtained for the total energy is -952.2493 Ha. The calculation puts the HOMO-LUMO gap (alpha / beta) at 5.342 / 5.343 eV. The energy above the lowest of the compared OMol25 structures with the same formula, charge and spin is 2.943 eV.

Geometry (Å):
1 C 2.270 1.724 0.275
2 C 0.913 2.122 0.019
3 C 2.454 0.374 0.489
4 C -0.102 1.306 0.370
5 C 1.407 -0.489 0.762
6 C 0.091 -0.043 0.706
7 C -2.305 -1.611 -0.824
8 C -0.775 -0.512 -2.406
9 C -1.067 -0.785 0.935
10 N -1.878 -0.982 -1.721
11 O -3.085 -2.280 -0.386
12 O -0.578 -0.793 3.947
13 S -1.267 -0.021 2.809
14 H 3.137 2.180 -0.097
15 H 0.792 3.170 -0.161
16 H 3.573 -0.017 0.478
17 H -1.111 1.677 0.223
18 H 1.712 -1.547 0.965
19 H -0.864 -1.731 0.809
20 H -0.389 -1.572 -2.895
21 H -0.052 -0.075 -1.723
22 H -0.951 0.150 -3.226
23 H -1.924 -0.246 0.654


No. 3
C9H10NO2S | the ωB97M-V functional and the def2-TZVPD basis

As for the LUMO energy: -4.8858 eV. Its SMILES is C=[S@]1(=O)CC=C([n+]2ccccc2)O1. The total charge is +1. The value obtained for the total energy is -951.9606 Ha. The calculation puts the HOMO-LUMO gap at 7.894 eV. The energy above the lowest of the compared OMol25 structures with the same formula, charge and spin is 1.819 eV.

Geometry (Å):
1 C -0.360 -3.578 -0.255
2 C 0.701 -2.897 -0.728
3 C -1.497 -2.868 0.169
4 C 0.631 -1.519 -0.885
5 C -1.533 -1.508 0.055
6 C -1.110 1.294 0.509
7 C -0.437 0.568 -0.407
8 C -0.721 2.717 0.587
9 C 2.230 2.608 0.662
10 N -0.449 -0.871 -0.449
11 O 0.507 1.190 -1.150
12 O 1.092 3.550 -1.427
13 S 1.006 2.733 -0.288
14 H -0.330 -4.586 -0.269
15 H 1.512 -3.473 -1.076
16 H -2.239 -3.411 0.705
17 H 1.641 -0.908 -0.906
18 H -2.421 -0.888 0.171
19 H -1.661 0.692 1.238
20 H -1.414 3.382 0.200
21 H -0.451 2.994 1.598
22 H 3.147 2.935 0.411
23 H 2.155 1.843 1.536


No. 4
C9H10NO5 | the ωB97M-V functional and the def2-TZVPD basis

As for the LUMO energy: 3.3044 eV. The total charge is -1. The value obtained for the total energy is -779.9452 Ha. The calculation puts the HOMO-LUMO gap at 7.542 eV. The energy above the lowest of the compared OMol25 structures with the same formula, charge and spin is 0.000 eV.

Geometry (Å):
1 C -1.597 0.705 -1.113
2 C -0.623 0.869 -0.204
3 C -0.739 -2.667 -0.573
4 C 0.873 -1.615 -2.242
5 C -1.509 -0.556 -1.838
6 C -0.186 1.965 0.714
7 C 0.885 -0.639 1.001
8 C 1.294 0.529 1.848
9 C -0.323 -1.333 -1.244
10 N 0.232 -0.252 -0.236
11 O -1.887 -3.100 -0.606
12 O 1.808 -2.270 -1.701
13 O 0.277 -3.277 0.015
14 O 0.812 -1.140 -3.398
15 O 0.288 1.496 1.990
16 H -2.317 1.405 -1.373
17 H -2.362 -1.217 -1.946
18 H -1.221 -0.404 -2.917
19 H 0.726 2.323 0.277
20 H -1.109 2.528 1.021
21 H 1.760 -1.430 0.641
22 H 0.126 -1.191 1.566
23 H 1.527 0.156 2.785
24 H 2.316 0.991 1.517
25 H 1.210 -2.850 -0.724


No. 5
C9H10NOP | the ωB97M-V functional and the def2-TZVPD basis

As for the LUMO energy (alpha / beta): -1.0619 / -1.0563 eV. The value obtained for the total energy is -820.1930 Ha. The calculation puts the HOMO-LUMO gap (alpha / beta) at 6.887 / 6.894 eV. The energy above the lowest of the compared OMol25 structures with the same formula, charge and spin is 2.652 eV.

Geometry (Å):
1 C -1.785 2.069 -0.299
2 C -0.769 2.696 0.467
3 C -1.633 0.793 -0.750
4 C 0.387 1.998 0.819
5 C -0.529 0.060 -0.551
6 C 0.496 0.721 0.256
7 C -0.375 -1.224 -1.085
8 C -0.407 -2.200 0.113
9 C 0.883 -2.323 0.845
10 N 1.531 -0.115 0.417
11 O 3.590 1.430 0.095
12 P 3.221 0.084 0.550
13 H -2.699 2.609 -0.460
14 H -0.851 3.717 0.734
15 H -2.398 0.264 -1.392
16 H 1.291 2.396 1.284
17 H -1.300 -1.362 -1.801
18 H 0.564 -1.617 -1.575
19 H -1.347 -1.935 0.707
20 H -0.599 -3.202 -0.359
21 H 1.015 -2.071 1.840
22 H 1.713 -2.787 0.145


No. 6
C9H10NOS | the ωB97M-V functional and the def2-TZVPD basis

As for the spin multiplicity: 3. As for the LUMO energy (alpha / beta): -4.0517 / -7.3168 eV. The total charge is +1. Its expectation value of S² is 2.019. The value obtained for the total energy is -876.6762 Ha. The calculation puts the HOMO-LUMO gap (alpha / beta) at 4.965 / 6.296 eV. The energy above the lowest of the compared OMol25 structures with the same formula, charge and spin is 0.816 eV.

Geometry (Å):
1 C -1.869 -0.648 -1.762
2 C -2.762 -1.090 -0.781
3 C -0.831 0.217 -1.368
4 C -2.690 -0.659 0.522
5 C -0.738 0.599 -0.027
6 C -1.644 0.232 0.923
7 C 0.183 1.638 0.461
8 C 2.071 0.219 1.144
9 C 2.332 1.506 -0.881
10 N 1.636 1.169 0.158
11 O 0.069 2.692 0.998
12 S -1.314 0.595 2.634
13 H -1.816 -1.011 -2.791
14 H -3.453 -1.905 -0.934
15 H -0.022 0.527 -2.015
16 H -3.367 -0.969 1.215
17 H 2.254 0.675 2.024
18 H 1.190 -0.440 1.198
19 H 3.119 -0.186 1.003
20 H 3.238 1.109 -1.040
21 H 1.923 2.247 -1.568
22 H -2.356 0.339 3.420